Entry 1:
C10H30K6O9P | the ωB97M-V functional and the def2-TZVPD basis

* HOMO: -16.52 eV
* LUMO: -10.438 eV
* total charge: +3
* maximum force: 2.9 eV/Å
* calculated total energy: -5016.60328 Ha

The geometry in XYZ format:
```
56
C10H30K6O9P | the OMol25 dataset | the ωB97M-V functional and the def2-TZVPD basis
K -18.43 -32.18 21.65
K -14.93 -28.50 20.19
K -21.14 -29.51 21.21
K -19.82 -27.65 18.23
K -17.76 -30.43 16.96
K -21.45 -31.08 18.19
P -17.94 -29.56 20.26
O -18.50 -29.60 21.69
O -19.07 -30.05 19.30
O -16.64 -30.41 20.27
O -17.59 -28.12 19.79
C -20.25 -24.95 20.53
C -18.89 -25.44 21.03
O -18.05 -25.60 19.92
H -20.15 -24.17 19.78
H -20.91 -24.61 21.33
H -20.77 -25.82 20.09
H -19.08 -26.41 21.52
H -18.49 -24.76 21.78
H -17.76 -26.53 19.86
C -19.63 -30.15 26.42
C -18.73 -29.95 25.24
O -19.39 -29.11 24.28
H -19.08 -30.61 27.24
H -20.42 -30.86 26.14
H -20.14 -29.24 26.73
H -18.55 -30.93 24.77
H -17.73 -29.58 25.45
H -18.89 -29.10 23.45
C -14.81 -26.65 23.82
C -16.19 -27.19 23.52
O -16.04 -28.48 22.87
H -14.89 -25.78 24.47
H -14.22 -26.53 22.91
H -14.28 -27.40 24.42
H -16.74 -26.52 22.86
H -16.74 -27.37 24.44
H -16.91 -28.67 22.50
C -14.77 -26.63 16.94
C -16.28 -26.76 16.84
O -16.67 -28.02 17.42
H -14.23 -27.34 16.32
H -14.56 -26.78 18.00
H -14.44 -25.65 16.61
H -16.65 -26.68 15.82
H -16.70 -25.94 17.43
H -16.99 -27.93 18.36
C -13.28 -33.46 18.30
C -14.48 -32.97 19.04
O -14.47 -31.54 19.06
H -12.36 -33.05 18.72
H -13.38 -33.29 17.24
H -13.19 -34.54 18.45
H -14.53 -33.32 20.07
H -15.40 -33.29 18.52
H -15.35 -31.23 19.31
```



Entry 2:
C35H39F6N6OPPtSTe | the ωB97M-V functional and the def2-TZVPD basis

* HOMO: -13.42 eV
* LUMO: -5.388 eV
* total charge: +2
* maximum force: 0.8 eV/Å
* calculated total energy: -3486.71602 Ha

The geometry in XYZ format:
```
91
C35H39F6N6OPPtSTe | the OMol25 dataset | the ωB97M-V functional and the def2-TZVPD basis
Pt -3.11 -1.25 -0.64
N -6.23 1.25 -1.30
C -5.32 2.16 -1.82
C -5.50 3.43 -2.36
C -4.36 4.07 -2.80
C -3.09 3.47 -2.72
C -2.91 2.21 -2.18
C -4.06 1.56 -1.72
N -4.25 0.31 -1.13
C -5.55 0.17 -0.91
C -5.99 -1.10 -0.35
C -7.18 -1.61 0.03
S -7.01 -3.24 0.51
C -5.34 -3.17 0.19
N -4.94 -2.00 -0.23
H -7.23 1.36 -1.27
H -6.47 3.89 -2.44
H -4.44 5.05 -3.24
H -2.23 4.00 -3.10
H -1.95 1.72 -2.13
H -8.15 -1.13 0.04
H -4.68 -4.00 0.35
N -1.81 3.82 1.88
C -1.98 2.97 3.05
C -2.55 1.62 2.61
N -1.81 1.18 1.40
H -1.20 4.60 2.07
H -2.70 4.21 1.57
H -1.49 2.02 0.90
H -2.63 3.39 3.83
H -1.00 2.81 3.51
H -3.60 1.71 2.33
H -2.46 0.86 3.38
H -0.98 0.60 1.59
H -2.36 0.60 0.77
F -2.15 -2.84 0.30
P -1.85 -3.09 2.05
F -0.34 -2.57 1.80
F -3.39 -3.51 2.14
F -1.60 -3.27 3.59
F -1.42 -4.55 1.65
F -2.29 -1.53 2.22
C 5.32 4.48 -0.92
C 4.53 3.29 -0.46
C 3.78 3.32 0.70
C 3.05 2.22 1.14
C 2.26 2.39 2.42
C 3.10 1.05 0.37
Te 2.09 -0.64 1.10
N 0.48 -0.34 0.00
C -0.27 -0.88 -0.90
O -1.42 -0.26 -1.17
C 0.02 -2.01 -1.82
C 0.80 -3.08 -1.41
C 1.06 -4.14 -2.27
C 0.54 -4.11 -3.56
C -0.25 -3.05 -3.97
C -0.53 -2.01 -3.10
C 3.70 -2.04 0.86
C 3.86 -3.08 -0.04
C 4.95 -3.93 0.05
C 5.88 -3.74 1.06
C 5.71 -2.72 1.97
C 4.62 -1.85 1.91
C 4.51 -0.78 2.97
C 3.81 0.99 -0.84
C 3.82 -0.20 -1.75
C 4.52 2.12 -1.22
H 5.20 5.32 -0.24
H 5.00 4.80 -1.91
H 6.38 4.23 -0.98
H 3.75 4.23 1.29
H 2.90 2.78 3.21
H 1.81 1.47 2.80
H 1.46 3.11 2.26
H 1.13 -3.11 -0.39
H 1.65 -4.98 -1.94
H 0.74 -4.93 -4.24
H -0.66 -3.03 -4.97
H -1.14 -1.17 -3.42
H 3.16 -3.25 -0.85
H 5.06 -4.73 -0.66
H 6.74 -4.40 1.14
H 6.43 -2.57 2.76
H 5.40 -0.80 3.60
H 3.65 -0.95 3.63
H 4.44 0.22 2.56
H 2.88 -0.76 -1.72
H 4.63 -0.89 -1.51
H 3.96 0.13 -2.78
H 5.07 2.09 -2.15
```



Entry 3:
C17H50BF4N12O9 | the ωB97M-V functional and the def2-TZVPD basis

* HOMO: -6.98 eV
* LUMO: 1.910 eV
* total charge: -1
* maximum force: 7.1 eV/Å
* calculated total energy: -2436.48042 Ha

The geometry in XYZ format:
```
93
C17H50BF4N12O9 | the OMol25 dataset | the ωB97M-V functional and the def2-TZVPD basis
B -0.70 -2.14 1.71
F -0.94 -3.10 2.62
F -1.32 -1.04 2.18
F 0.61 -1.93 1.46
F -1.35 -2.38 0.50
C -0.18 0.39 -3.73
O 0.05 1.00 -4.74
N -0.54 -0.83 -3.72
N -0.38 0.97 -2.55
H -0.43 -1.38 -4.56
H -0.75 -1.31 -2.86
H -0.15 1.95 -2.66
H -0.44 0.45 -1.69
C 0.43 1.26 8.13
O -0.74 1.65 8.11
N 1.47 1.77 8.74
N 0.92 0.48 7.22
H 2.31 1.31 8.43
H 1.48 2.44 9.50
H 1.93 0.38 7.19
H 0.35 0.12 6.47
C -6.57 2.76 -1.45
O -5.94 3.79 -1.27
N -7.93 2.84 -1.50
N -6.01 1.62 -1.69
H -8.35 3.76 -1.48
H -8.49 2.06 -1.79
H -5.00 1.55 -1.78
H -6.55 0.83 -2.03
C -0.71 -6.82 -5.39
O -1.06 -6.14 -6.33
N -0.68 -6.55 -4.10
N -0.28 -8.00 -5.64
H -0.66 -7.35 -3.47
H -0.90 -5.62 -3.77
H -0.35 -8.74 -4.96
H -0.35 -8.17 -6.63
C 1.99 -7.88 2.59
O 2.41 -8.99 2.78
N 1.91 -6.86 3.45
N 1.83 -7.32 1.47
H 1.22 -6.20 3.11
H 2.28 -6.94 4.38
H 1.64 -6.33 1.53
H 1.99 -7.93 0.68
C -7.63 -3.01 6.99
O -7.54 -1.56 6.81
C -7.60 -1.06 5.54
C -6.16 -0.89 5.02
N -5.48 0.37 5.31
C -5.98 1.30 4.27
C -5.00 2.54 4.22
O -4.85 2.83 5.61
C -4.22 4.07 5.87
H -7.59 -3.65 6.11
H -8.41 -3.32 7.70
H -6.69 -3.31 7.45
H -8.12 -0.11 5.67
H -8.14 -1.77 4.91
H -6.15 -1.06 3.94
H -5.55 -1.67 5.48
H -4.57 0.11 4.96
H -6.99 1.61 4.52
H -5.99 0.97 3.23
H -5.39 3.32 3.56
H -4.01 2.27 3.85
H -3.30 4.23 5.32
H -4.11 4.30 6.93
H -4.71 4.94 5.42
C 6.03 1.47 -2.53
O 7.07 2.15 -3.21
C 6.57 2.34 -4.54
C 7.36 3.37 -5.34
N 8.76 3.08 -5.55
C 9.51 4.29 -5.97
C 9.00 5.12 -7.18
O 8.98 4.28 -8.28
C 8.44 4.96 -9.46
H 5.81 0.55 -3.07
H 5.09 1.93 -2.22
H 6.41 1.14 -1.56
H 5.56 2.74 -4.45
H 6.45 1.37 -5.01
H 7.37 4.34 -4.84
H 6.99 3.63 -6.33
H 8.83 2.63 -6.45
H 10.52 3.95 -6.21
H 9.75 4.91 -5.11
H 9.67 5.93 -7.45
H 7.98 5.48 -7.03
H 8.92 5.91 -9.70
H 7.40 5.27 -9.41
H 8.65 4.27 -10.28
```



Entry 4:
C10H20ClEuN2O7 | the ωB97M-V functional and the def2-TZVPD basis

* HOMO (spin up / spin down): -10.86 / -12.33 eV
* LUMO (spin up / spin down): -2.277 / -2.279 eV
* total charge: +1
* maximum force: 3.4 eV/Å
* multiplicity: 8
* calculated total energy: -2199.32140 Ha

The geometry in XYZ format:
```
41
C10H20ClEuN2O7 | the OMol25 dataset | the ωB97M-V functional and the def2-TZVPD basis
Eu -0.61 -0.69 -0.32
C -1.79 -1.87 2.76
O -1.50 -0.65 2.07
C -2.52 0.36 2.15
C -3.44 0.42 0.94
O -2.78 0.67 -0.31
C -2.63 2.01 -0.77
C -1.47 2.77 -0.14
O -0.31 1.95 -0.11
C 0.83 2.63 0.43
H -1.93 -1.66 3.83
H -0.94 -2.53 2.62
H -2.68 -2.34 2.35
H -2.01 1.32 2.30
H -3.12 0.18 3.04
H -4.19 1.20 1.11
H -3.97 -0.53 0.81
H -3.55 2.57 -0.59
H -2.49 1.93 -1.85
H -1.72 3.09 0.88
H -1.28 3.67 -0.72
H 1.02 3.55 -0.13
H 1.68 1.96 0.33
H 0.66 2.87 1.48
O -0.95 -2.11 -2.31
Cl -1.31 -3.08 -1.26
O -1.63 -4.33 -1.83
O -2.45 -2.53 -0.52
O -0.19 -3.20 -0.33
C 5.22 -0.36 -2.38
N 4.06 -0.56 -1.52
C 4.07 -1.08 -0.25
C 2.77 -1.09 0.15
N 1.97 -0.59 -0.85
C 2.79 -0.29 -1.83
H 6.10 -0.77 -1.89
H 5.38 0.71 -2.56
H 5.07 -0.87 -3.33
H 4.98 -1.38 0.23
H 2.38 -1.46 1.09
H 2.52 0.12 -2.80
```